{
  "formula": "C7H9NS",
  "method": "ωB97M-V/def2-TZVPD",
  "de_lowest_kcal_mol": 117.19,
  "charge": 0,
  "gap_ev": [6.428, 9.191],
  "e_homo_ev": [-7.186, -8.825],
  "fmax_ev_per_a": 6.36,
  "mol_weight_g_mol": 139.2,
  "species": ["S", "N", "C", "C", "C", "C", "C", "C", "C", "H", "H", "H", "H", "H", "H", "H", "H", "H"],
  "xyz": [[-3.503, -0.698, 0.374], [3.023, -1.006, 0.664], [-2.504, 0.397, -0.452], [-0.016, 0.527, -0.668], [1.911, -0.672, 0.175], [1.408, 0.753, -0.023], [-1.250, 0.953, 0.110], [0.896, -1.626, -0.333], [-0.109, -0.970, -0.849], [-3.005, 0.797, -1.339], [-2.435, -0.993, 1.290], [0.118, 0.809, -1.720], [-1.271, 0.501, 1.132], [-1.213, 1.972, 0.234], [1.080, -2.711, -0.138], [1.320, 1.125, 0.993], [1.973, 1.320, -0.629], [3.577, -0.477, 1.178]]
}